{
  "formula": "C6H5Cl3S",
  "method": "ωB97M-V with the def2-TZVPD basis set",
  "gap_ev": [7.53, 6.12],
  "elements": ["Cl", "Cl", "Cl", "S", "C", "C", "C", "C", "C", "C", "H", "H", "H", "H", "H"],
  "coordinates": [[-1.86, 2.03, -2.57], [-0.12, 2.50, 0.60], [-2.12, -2.76, -0.12], [-1.78, -0.10, -2.58], [-0.37, -1.14, 1.12], [0.77, 1.41, -0.32], [1.56, 0.35, 0.34], [-1.23, -0.42, -1.09], [-1.13, -1.27, -0.09], [0.76, -0.45, 1.34], [0.77, 1.57, -1.39], [2.40, 0.80, 0.88], [1.97, -0.31, -0.43], [-0.76, -1.73, 1.94], [1.15, -0.47, 2.35]],
  "lowdin_charge": [0.08, 0.68, 0.62, 0.57, -0.17, -0.58, -0.27, -0.59, -0.71, -0.10, 0.04, 0.11, 0.13, 0.09, 0.10]
}



{
  "formula": "C6H5ClIP",
  "method": "ωB97M-V with the def2-TZVPD basis set",
  "gap_ev": [3.63, 3.63],
  "elements": ["I", "Cl", "P", "C", "C", "C", "C", "C", "C", "H", "H", "H", "H", "H"],
  "coordinates": [[-3.53, 1.58, 0.36], [0.96, -3.68, 0.71], [1.09, -2.63, -0.96], [-0.05, 0.56, 1.25], [0.09, 1.18, -1.08], [0.61, -1.07, -0.30], [0.51, -0.12, -1.32], [-0.17, 1.53, 0.22], [0.26, -0.78, 1.03], [-0.01, 1.81, -1.84], [-0.53, 2.58, 0.39], [0.35, -1.64, 1.65], [0.76, -0.30, -2.39], [-0.35, 0.99, 2.29]],
  "lowdin_charge": [-0.30, 0.27, 0.70, -0.09, -0.08, -0.59, -0.13, -0.14, -0.10, 0.07, 0.09, 0.03, 0.12, 0.15]
}